15
Properties=species:S:1:pos:R:3:forces:R:3 method="wB97M-V/def2-TZVPD" total_charge=0 relative_energy_kcal_mol=127.02 multiplicity=1 e_homo_ev="-8.28 / -7.22" lumo_energy_ev="0.8 / 0.5" gap_ha="0.332 / 0.282"
C 0.11989 0.76868 0.77362 1.92 -0.11 1.36
C 0.73026 -0.19631 -0.18250 -0.47 -0.15 -0.21
C -2.29343 -0.44623 -0.17524 0.81 -0.06 -0.21
C 2.24606 0.00591 -0.26517 -0.13 0.18 0.19
N -2.10026 0.95347 0.12265 -1.23 1.14 0.45
O -1.02687 1.33915 0.86314 -0.78 -0.94 -1.35
H 0.78026 1.13787 1.55986 -0.12 0.04 -0.14
H 0.53367 -1.22639 0.15134 -0.08 0.08 -0.25
H 0.29559 -0.07442 -1.17784 -0.10 -0.07 0.07
H -3.37378 -0.57204 -0.25679 0.04 0.09 0.05
H -1.87047 -0.71443 -1.15430 0.03 -0.31 0.17
H -1.92407 -1.14025 0.59461 0.10 0.17 -0.05
H 2.70927 -0.09640 0.71933 -0.02 0.00 -0.05
H 2.48429 0.99944 -0.64942 0.02 -0.06 0.01
H 2.68960 -0.73806 -0.92330 0.01 -0.01 -0.03